Computed, not measured: a molecular structure, C7H13N4 at a distorted geometry, with ωB97M-V/def2-TZVPD.

The orbital gap comes out at 9.909 eV. As for the spin multiplicity: 1. The charge is +1. Its max |F| is 1.47 eV/A. For the total energy, the calculation gives -493.2536 hartree. The calculation puts the energy above the lowest of the compared OMol25 structures with the same formula, charge and spin at 59.5 kcal/mol. The calculation puts the HOMO energy at -13.180 eV.

Element x y z (Å)
C (1.68663, -3.12658, 0.36446)
C (0.48615, -3.22515, -0.32486)
C (2.21402, -1.88149, 0.67030)
C (-0.18204, -2.08262, -0.72109)
C (1.55822, -0.73380, 0.26431)
C (0.36022, -0.82383, -0.44954)
C (-0.27236, 0.35926, -1.03560)
N (0.50649, 1.25832, -1.62820)
N (-1.05816, 1.28900, 0.50822)
N (-1.29773, 2.75155, 0.34216)
N (-2.30056, 3.26836, 1.11070)
H (2.20712, -4.02307, 0.66257)
H (0.07931, -4.19552, -0.55927)
H (3.14390, -1.80389, 1.20888)
H (-1.10389, -2.15475, -1.27859)
H (1.97488, 0.23048, 0.51660)
H (-1.23261, 0.20456, -1.51684)
H (0.10362, 2.02698, -2.13986)
H (1.46741, 1.35975, -1.33675)
H (-0.47822, 1.05806, 1.32273)
H (-1.96416, 0.82796, 0.61830)
H (-0.41846, 3.21871, 0.55673)
H (-2.26114, 3.11257, 2.11655)
H (-3.21864, 3.08515, 0.72808)

Forces on atoms 1 to 3 (eV/Å):
C -0.17 -0.02 -0.08
C 0.12 -0.08 0.11
C -0.01 0.10 -0.03